Record 1
{"formula": "C4H8O2", "method": "the ωB97M-V functional and the def2-TZVPD basis", "symbols": ["C", "C", "C", "O", "C", "O", "H", "H", "H", "H", "H", "H", "H", "H"], "positions_angstrom": [[0.2887, -0.1854, -1.8706], [0.5869, 0.6144, -0.8486], [-0.4486, 1.1591, 0.1060], [-0.2304, 0.7386, 1.4365], [-0.2342, -0.6626, 1.5882], [0.7994, -1.3182, 0.9215], [1.0561, -0.6276, -2.4998], [-0.7444, -0.4591, -2.0799], [1.6220, 0.8382, -0.5917], [-0.3921, 2.2524, 0.1302], [-1.4558, 0.8686, -0.2399], [-0.0705, -0.8399, 2.6509], [-1.2144, -1.0678, 1.2764], [0.5783, -1.3276, -0.0214]], "lowdin_charge": [-0.006, -0.166, -0.216, -0.112, -0.290, -0.035, 0.067, 0.071, 0.121, 0.128, 0.125, 0.132, 0.134, 0.048], "homo_lumo_gap_ev": 11.11, "homo_energy_ev": -10.088, "de_lowest_kcal_mol": 47.05, "fmax_ha_per_bohr": 0.0086, "smiles": "C=CCOCO", "e_lumo_ev": 1.02}

Record 2
{"formula": "C28H31BeBr2NO6P2S", "method": "the ωB97M-V functional and the def2-TZVPD basis", "symbols": ["C", "C", "C", "C", "C", "O", "C", "C", "O", "C", "P", "N", "O", "C", "S", "C", "C", "C", "O", "C", "C", "C", "C", "C", "O", "C", "C", "C", "P", "C", "C", "C", "C", "C", "Br", "C", "C", "Br", "C", "O", "H", "H", "H", "H", "H", "H", "H", "H", "H", "H", "H", "H", "H", "H", "H", "H", "H", "H", "H", "H", "H", "H", "H", "H", "H", "H", "H", "H", "H", "H", "H", "Be"], "positions_angstrom": [[0.0603, 2.7893, 3.8062], [0.4380, 1.5190, 3.5407], [-0.5005, 0.4554, 3.0811], [-1.0356, -0.4059, 4.0454], [-0.6544, -0.1811, 5.4953], [-1.6925, 0.3848, 6.3034], [-2.6412, 1.1103, 5.6275], [-4.0335, 0.5650, 5.5102], [-2.3743, 2.1772, 5.1674], [-1.9067, -1.4460, 3.6623], [-2.6888, -2.7021, 4.7338], [-1.7716, -4.0998, 4.3751], [-2.4525, -2.3388, 6.2996], [-2.2441, -1.5764, 2.2963], [-3.3655, -2.8355, 1.7651], [-1.7130, -0.7276, 1.3270], [-0.8598, 0.2944, 1.7326], [-0.3561, 1.2242, 0.6667], [-0.2483, 2.3925, 0.9126], [-0.0737, 0.6210, -0.6664], [-0.9230, -0.4204, -1.0503], [-0.7547, -0.9951, -2.2999], [0.2348, -0.5644, -3.1654], [0.3042, -1.2175, -4.5271], [-0.1708, -0.3575, -5.5384], [-1.5931, -0.2168, -5.5774], [-1.9315, 1.2760, -5.6647], [1.1287, 0.4834, -2.7923], [2.4248, 1.2069, -3.7969], [3.9930, 1.0391, -2.8485], [2.7833, 0.3096, -5.3501], [3.6516, -0.9433, -5.0941], [0.9377, 1.0724, -1.5127], [1.7652, 2.2121, -1.0481], [1.2611, 3.8679, -1.8369], [2.7471, 2.0961, -0.1579], [3.1128, 0.7872, 0.4812], [3.7244, 3.6253, 0.3667], [-2.0124, -0.8500, -0.1277], [-3.0502, -1.2278, -0.5923], [0.3637, 3.2275, 4.7530], [-0.4924, 3.4296, 3.1316], [1.4737, 1.2396, 3.7232], [0.2434, 0.4173, 5.6092], [-0.4405, -1.1550, 5.9316], [-4.7094, 1.4111, 5.5839], [-4.1781, 0.1314, 4.5214], [-4.2887, -0.1502, 6.2880], [-1.9094, -4.7718, 5.1247], [-0.7884, -3.8562, 4.2886], [-2.0170, -3.0782, 6.7479], [-4.2876, -2.8083, 2.7472], [-1.4382, -1.7777, -2.5997], [-0.3496, -2.0942, -4.5018], [1.2847, -1.6005, -4.7810], [-2.0918, -0.6931, -4.7341], [-1.9986, -0.6890, -6.4725], [-1.8270, 1.5871, -6.6999], [-1.1534, 1.8100, -5.1195], [-2.9167, 1.5013, -5.2724], [4.8184, 0.8360, -3.5290], [3.8915, 0.1921, -2.1621], [4.1959, 1.9605, -2.3132], [3.3836, 0.9885, -5.9557], [1.9149, 0.0735, -5.9541], [3.3400, -1.7111, -5.7979], [3.5783, -1.2775, -4.0347], [4.6843, -0.7163, -5.3437], [4.1984, 0.7280, 0.5271], [2.6846, 0.7109, 1.4783], [2.7659, -0.0221, -0.1574], [4.5461, -2.2461, -2.5762]], "lowdin_charge": [0.087, -0.126, -0.071, -0.112, -0.111, 0.005, -0.508, 0.031, 0.152, -0.273, 0.877, -0.134, -0.238, -0.475, 0.972, -0.087, 0.002, -0.250, 0.164, -0.014, -0.026, 0.070, -0.125, -0.177, -0.157, -0.228, -0.042, -0.218, 1.201, -0.220, -0.345, -0.189, -0.217, -0.769, 0.851, -0.792, -0.088, 0.821, -0.299, 0.127, 0.094, 0.083, 0.118, 0.126, 0.120, 0.100, 0.084, 0.088, 0.056, 0.058, 0.083, -0.106, 0.142, 0.137, 0.102, 0.111, 0.127, 0.081, 0.068, 0.083, 0.062, -0.030, 0.047, 0.099, 0.074, 0.099, -0.114, 0.085, 0.085, 0.083, 0.069, 0.616], "homo_lumo_gap_ev": 1.67, "homo_energy_ev": -12.480, "fmax_ha_per_bohr": 0.0322, "charge": 2, "e_lumo_ev": -10.81}

Record 3
{"formula": "C2H4N3", "method": "the ωB97M-V functional and the def2-TZVPD basis", "symbols": ["C", "N", "C", "N", "N", "H", "H", "H", "H"], "positions_angstrom": [[-0.6204, -0.7593, 0.5905], [-0.1466, -0.6153, -0.5752], [0.6075, 0.8383, -0.4031], [0.4557, 1.0797, 0.9706], [-0.1622, 0.1820, 1.5299], [-1.2504, -1.6007, 0.9663], [-0.6264, -1.1425, -1.2268], [0.1332, 1.3851, -1.2297], [1.6097, 0.6328, -0.6223]], "lowdin_charge": [-0.042, 0.211, 0.000, 0.110, 0.105, 0.182, 0.142, 0.163, 0.129], "homo_lumo_gap_ev": 9.51, "homo_energy_ev": -16.265, "de_lowest_kcal_mol": 57.67, "fmax_ha_per_bohr": 0.0882, "smiles": "C1=[NH+]CN=N1", "charge": 1, "e_lumo_ev": -6.75}

Record 4
{"formula": "C7H10N3", "method": "the ωB97M-V functional and the def2-TZVPD basis", "symbols": ["C", "C", "C", "N", "C", "C", "N", "C", "C", "N", "H", "H", "H", "H", "H", "H", "H", "H", "H", "H"], "positions_angstrom": [[-1.8937, 3.4492, -1.4739], [-1.1286, 2.4605, -1.0066], [-0.7576, 1.8663, 0.2170], [0.0815, 1.0779, 0.5598], [0.6081, 0.0628, -0.2557], [-0.0770, -1.4155, 0.1850], [0.1665, -1.7775, 1.5578], [1.3871, -2.5217, 1.8989], [0.1450, 0.5112, -1.6653], [-0.5625, 1.5290, -1.8560], [-1.8322, 3.6979, -2.4532], [-2.5402, 3.9622, -0.8760], [1.6020, -0.0073, -0.0967], [-1.1019, -1.1458, -0.0163], [0.3827, -2.3211, -0.3676], [-0.1590, -1.1871, 2.3146], [2.1404, -1.8053, 1.7836], [1.4457, -3.0395, 2.8628], [1.6121, -3.2053, 1.0505], [0.4814, -0.1909, -2.3627]], "lowdin_charge": [0.234, -0.285, 0.171, 0.214, -0.188, -0.115, -0.136, -0.086, 0.013, 0.170, 0.073, 0.073, 0.110, 0.108, 0.155, 0.116, 0.048, 0.098, 0.091, 0.134], "homo_lumo_gap_ev": [6.56, 6.56], "homo_energy_ev": [-12.247, -12.247], "de_lowest_kcal_mol": 130.43, "fmax_ha_per_bohr": 0.0798, "smiles": "C=C1C#[N+][C@@H](CNC)C=N1", "charge": 1, "e_lumo_ev": [-5.69, -5.69]}

Record 5
{"formula": "C30H50BrN3OP2V", "method": "the ωB97M-V functional and the def2-TZVPD basis", "symbols": ["C", "C", "C", "C", "N", "C", "C", "C", "C", "C", "C", "C", "C", "C", "V", "P", "H", "H", "H", "H", "H", "H", "H", "H", "C", "C", "H", "H", "H", "H", "H", "C", "C", "H", "H", "H", "H", "H", "C", "C", "H", "H", "H", "H", "H", "Br", "P", "C", "C", "H", "H", "H", "H", "H", "C", "C", "H", "H", "H", "H", "H", "C", "C", "H", "H", "H", "H", "H", "C", "N", "C", "C", "O", "N", "C", "C", "H", "H", "H", "H", "H", "H", "H", "H", "H", "H", "H", "H"], "positions_angstrom": [[-0.6544, 7.1821, -3.2480], [-0.9301, 5.8013, -3.2501], [-1.1475, 5.2721, -4.5578], [-1.0286, 6.0201, -5.7064], [-0.7487, 7.3122, -5.6645], [-0.5590, 7.8794, -4.4737], [-1.0609, 4.7894, -2.2615], [-1.5453, 3.5545, -2.5626], [-1.4785, 2.1809, -2.1899], [-0.1477, 1.7103, -1.8386], [-0.0220, 0.5697, -1.0319], [-1.1249, 0.0244, -0.3680], [-2.3875, 0.6500, -0.5370], [-2.5046, 1.8266, -1.2633], [-0.8783, 3.5079, -0.8409], [2.4758, -0.8586, 0.4957], [-1.4497, 4.2360, -4.7207], [-0.5538, 7.7789, -2.3356], [-1.1908, 5.5471, -6.6778], [-0.3567, 8.9582, -4.5051], [-3.4818, 2.2833, -1.3967], [0.7140, 1.9617, -2.4846], [-3.2686, 0.2021, -0.0940], [0.9624, 0.1211, -0.7878], [2.3895, -2.2231, 1.7525], [3.0713, -3.5409, 1.3708], [1.3049, -2.3771, 1.9127], [2.7979, -1.8146, 2.6974], [3.0782, -4.1922, 2.2563], [2.5173, -4.0670, 0.5775], [4.1163, -3.3909, 1.0552], [2.8876, -1.6395, -1.1197], [3.7321, -0.7904, -2.0832], [1.9107, -1.8744, -1.5843], [3.3604, -2.6077, -0.8946], [3.3642, -0.9564, -3.1044], [3.6917, 0.2937, -1.8936], [4.7841, -1.1031, -2.0568], [3.9508, 0.1200, 0.9816], [5.2655, -0.6538, 0.9414], [3.7425, 0.5124, 1.9941], [3.9693, 0.9832, 0.2935], [6.0879, 0.0635, 1.0607], [5.3368, -1.3811, 1.7623], [5.4168, -1.1763, -0.0131], [-0.9314, -1.1617, 1.0076], [-2.4017, -2.9116, -2.3293], [-0.6108, -2.9721, -1.9819], [-0.0040, -4.3779, -2.0674], [-0.4840, -2.5775, -0.9588], [-0.1139, -2.2971, -2.6988], [1.0918, -4.3195, -2.1085], [-0.2625, -4.9701, -1.1816], [-0.3541, -4.9153, -2.9575], [-3.3742, -2.7636, -0.7932], [-4.7323, -3.4862, -0.8385], [-3.5104, -1.6944, -0.5882], [-2.7612, -3.1819, 0.0213], [-5.1156, -3.6167, 0.1777], [-5.4738, -2.9106, -1.3998], [-4.6460, -4.4772, -1.2933], [-2.7480, -1.5090, -3.4013], [-3.1178, -2.0482, -4.7983], [-1.8538, -0.8687, -3.4331], [-3.5885, -0.9440, -2.9710], [-3.4801, -1.2449, -5.4450], [-2.2477, -2.5086, -5.2739], [-3.9048, -2.8072, -4.7281], [2.4090, 0.8039, 4.5480], [1.2034, 0.5631, 5.2968], [1.3316, 0.4033, 6.7243], [0.0491, 0.6535, 4.5526], [0.1364, 1.0011, 3.3737], [-1.1835, 0.3632, 5.0950], [-1.4527, -0.2154, 6.3876], [-2.2778, 0.4202, 4.1601], [3.2555, 0.7964, 5.2410], [2.3536, 1.7639, 4.0222], [2.5534, 0.0197, 3.7923], [0.7298, 1.1418, 7.2739], [1.0558, -0.6099, 7.0531], [2.3851, 0.5592, 6.9795], [-1.2374, 0.4884, 7.2007], [-2.5176, -0.4526, 6.4261], [-0.8902, -1.1434, 6.5548], [-2.3070, 1.4014, 3.6746], [-2.1740, -0.3371, 3.3695], [-3.2063, 0.2480, 4.7097]], "lowdin_spin": [0.004, -0.005, -0.001, -0.001, 0.004, -0.001, -0.008, -0.072, 0.028, 0.002, 0.041, -0.025, 0.048, -0.009, 1.995, 0.002, -0.001, 0.000, 0.000, 0.000, 0.003, 0.008, 0.004, 0.002, 0.000, 0.000, 0.000, 0.000, 0.000, 0.000, 0.000, 0.002, 0.000, 0.001, 0.000, 0.000, 0.000, 0.000, 0.000, 0.000, 0.000, 0.000, 0.000, 0.000, 0.000, -0.008, 0.595, 0.097, 0.017, 0.015, 0.002, 0.000, 0.000, 0.004, 0.094, 0.015, 0.017, 0.001, 0.000, 0.000, 0.004, 0.081, 0.027, 0.010, 0.004, 0.001, 0.001, 0.005, 0.000, 0.000, 0.000, 0.000, 0.000, 0.000, 0.000, 0.000, 0.000, 0.000, 0.000, 0.000, 0.000, 0.000, 0.000, 0.000, 0.000, 0.000, 0.000, 0.000], "homo_lumo_gap_ev": [5.79, 3.79], "homo_energy_ev": [-12.301, -12.300], "multiplicity": 4, "fmax_ha_per_bohr": 0.0960, "s2": 3.81, "charge": 2, "e_lumo_ev": [-6.52, -8.51]}

Record 6
{"formula": "C36H41BrN8O3STa", "method": "the ωB97M-V functional and the def2-TZVPD basis", "symbols": ["Ta", "C", "C", "C", "C", "C", "N", "C", "C", "C", "C", "C", "C", "C", "N", "C", "C", "C", "N", "C", "C", "N", "C", "C", "C", "N", "H", "H", "H", "H", "H", "H", "H", "H", "H", "H", "H", "H", "H", "H", "H", "H", "H", "H", "C", "C", "C", "C", "N", "N", "H", "H", "H", "H", "H", "H", "H", "H", "H", "H", "H", "H", "Br", "C", "C", "C", "C", "C", "N", "H", "H", "H", "H", "C", "C", "C", "C", "C", "C", "C", "S", "O", "O", "O", "H", "H", "H", "H", "H", "H", "H"], "positions_angstrom": [[-0.2425, 0.0205, -0.0091], [4.2545, 0.3648, 5.5583], [3.5416, 0.0862, 4.2690], [4.2419, -0.1059, 3.0810], [3.5882, -0.3465, 1.8885], [2.1989, -0.4241, 1.8435], [1.4765, -0.5572, 0.6310], [2.0509, -1.1893, -0.5226], [3.1425, -0.6203, -1.1934], [3.8038, -1.3263, -2.1717], [3.3801, -2.6063, -2.5554], [4.1220, -3.3691, -3.6075], [2.2257, -3.1242, -1.9731], [1.5722, -2.4311, -0.9650], [0.3496, -2.9413, -0.4469], [-0.0783, -4.2128, -0.3538], [-1.4356, -4.1916, -0.1077], [-1.7776, -2.8445, -0.0699], [-0.6951, -2.0880, -0.2786], [1.4920, -0.3042, 3.0421], [2.1564, -0.0177, 4.2295], [0.0887, -0.5576, 3.1072], [-0.5673, -1.0231, 4.1849], [-1.8963, -1.1866, 3.8572], [-1.9848, -0.7879, 2.5377], [-0.7817, -0.4106, 2.0704], [5.2303, 0.8121, 5.3821], [4.4113, -0.5650, 6.1087], [3.6765, 1.0317, 6.1969], [5.3226, -0.0471, 3.0841], [4.1710, -0.4744, 0.9898], [3.4667, 0.3755, -0.9212], [4.6653, -0.8836, -2.6557], [5.1711, -3.4701, -3.3269], [4.0994, -2.8390, -4.5616], [3.7067, -4.3631, -3.7568], [1.8233, -4.0649, -2.3271], [0.6019, -5.0407, -0.4713], [-2.0852, -5.0390, 0.0240], [-2.7349, -2.3756, 0.0921], [1.5857, 0.1312, 5.1361], [-0.0407, -1.2485, 5.0953], [-2.6821, -1.5578, 4.4917], [-2.8355, -0.7603, 1.8799], [-4.6392, 2.1882, -0.7800], [-4.4737, 0.8967, 0.0189], [-4.7855, 1.1315, 1.4882], [-5.3527, -0.2089, -0.5526], [-3.0654, 0.3754, -0.1455], [-2.0411, 1.3157, 0.2342], [-5.6820, 2.5029, -0.7592], [-4.3592, 2.0472, -1.8264], [-4.0594, 3.0157, -0.3631], [-5.8167, 1.4719, 1.5781], [-4.1571, 1.9122, 1.9239], [-4.6973, 0.2207, 2.0821], [-6.3986, 0.0910, -0.5093], [-5.2480, -1.1356, 0.0149], [-5.1142, -0.4076, -1.6001], [-2.9405, 0.2328, -1.1458], [-2.1656, 1.6088, 1.2204], [-2.0483, 2.1632, -0.3465], [0.5678, 2.4605, 1.3442], [-0.4307, 2.7130, 2.9817], [0.1998, 3.3678, 4.0219], [-0.5796, 3.5939, 5.1504], [-1.8940, 3.1457, 5.1685], [-2.3949, 2.4878, 4.0606], [-1.6638, 2.2735, 2.9568], [1.2241, 3.7033, 3.9525], [-0.1631, 4.1235, 5.9970], [-2.5295, 3.3152, 6.0262], [-3.4173, 2.1320, 4.0381], [2.1262, 0.2983, -7.8083], [1.5133, 0.5424, -6.4656], [0.7813, 1.7062, -6.2265], [0.2110, 1.9522, -4.9934], [0.3915, 1.0097, -3.9795], [1.1126, -0.1673, -4.1872], [1.6662, -0.3874, -5.4275], [-0.3733, 1.2970, -2.4780], [-1.2752, 2.3937, -2.5286], [0.6267, 1.4076, -1.3260], [-1.0094, -0.0279, -1.9902], [1.4482, 0.5989, -8.6058], [2.3912, -0.7476, -7.9472], [3.0349, 0.8952, -7.9137], [0.6462, 2.4240, -7.0249], [-0.3662, 2.8484, -4.8138], [1.2087, -0.9052, -3.4016], [2.2114, -1.3031, -5.6181]], "lowdin_charge": [1.783, -0.015, -0.230, 0.012, 0.023, -0.216, -0.141, -0.249, -0.012, 0.007, -0.224, -0.007, 0.054, -0.118, -0.043, 0.021, 0.024, -0.069, -0.078, -0.152, 0.034, -0.029, 0.015, 0.018, -0.122, -0.098, 0.093, 0.105, 0.090, 0.136, 0.113, 0.139, 0.142, 0.107, 0.092, 0.093, 0.136, 0.154, 0.129, 0.113, 0.127, 0.147, 0.129, 0.083, -0.018, -0.597, -0.029, -0.020, -0.046, -0.110, 0.108, 0.097, 0.089, 0.111, 0.061, 0.082, 0.107, 0.087, 0.097, 0.090, 0.042, 0.092, 1.018, -0.631, -0.070, -0.008, -0.009, -0.093, 0.011, 0.119, 0.133, 0.128, 0.116, -0.015, -0.215, 0.011, -0.009, -0.299, -0.036, 0.001, 0.648, -0.216, -0.495, -0.428, 0.099, 0.089, 0.107, 0.138, 0.129, 0.097, 0.118], "homo_lumo_gap_ev": 7.12, "homo_energy_ev": -16.312, "de_lowest_kcal_mol": 0.83, "fmax_ha_per_bohr": 0.0127, "charge": 3, "e_lumo_ev": -9.19}

| no. | E (Eh) |
| --- | --- |
| 1 | -307.63745 |
| 2 | -7834.53054 |
| 3 | -242.50750 |
| 4 | -436.55836 |
| 5 | -5612.51561 |
| 6 | -5088.64616 |